[1]
Formula: C36H32N4O5RuS2
Source: OMol25
Level of theory: ωB97M-V/def2-TZVPD

Each line ends with the Löwdin spin population.
Geometry (Å):
Ru  -0.129  0.734  -0.189  0.921
S  -1.721  -3.176  -0.482  0.002
S  -1.824  -0.500  2.644  0.000
O  6.466  3.960  -1.607  0.000
O  6.583  3.537  -3.873  0.000
O  2.030  1.835  0.082  0.035
O  -1.724  -1.743  -0.020  0.014
O  1.079  1.241  -1.811  -0.002
N  -0.972  2.650  -0.290  0.006
N  -3.325  2.036  2.330  0.000
N  0.995  -0.987  -0.103  0.006
N  -1.550  0.752  1.500  0.001
C  0.523  -1.581  -2.399  -0.004
C  -5.410  1.202  3.260  0.000
C  3.360  1.898  -3.288  0.000
C  1.982  -2.793  1.222  0.004
C  2.453  -2.403  3.548  0.006
C  0.929  -2.069  -3.623  0.001
C  5.358  3.268  -2.009  0.000
C  2.086  1.730  -1.161  0.003
C  2.444  -3.245  2.442  -0.001
C  1.517  -1.470  1.081  -0.005
C  -2.095  4.297  1.013  0.000
C  -1.769  2.984  0.734  0.007
C  -0.515  3.621  -1.087  0.006
C  -3.274  -3.380  -1.392  0.000
C  1.978  -1.100  3.428  -0.001
C  1.508  -0.640  2.217  0.003
C  4.293  2.864  -1.255  0.001
C  3.274  2.169  -1.929  0.000
C  -1.588  5.304  0.208  0.006
C  -0.795  4.957  -0.868  -0.001
C  4.461  2.319  -4.040  0.000
C  -6.142  0.173  3.843  0.000
C  2.243  -2.489  -3.812  -0.009
C  -3.513  -0.253  3.075  0.000
C  -4.094  0.988  2.900  0.000
C  -4.343  -3.319  -0.310  0.000
C  -2.220  1.842  1.568  0.002
C  3.150  -2.399  -2.765  0.000
C  5.436  3.012  -3.369  0.000
C  -3.886  -4.338  0.732  0.000
C  1.415  -1.536  -1.319  -0.001
C  7.286  4.115  -2.767  0.000
C  2.744  -1.929  -1.528  -0.004
C  -2.377  -4.131  0.930  0.001
C  -5.558  -1.067  4.038  0.000
C  -4.246  -1.285  3.634  0.000
H  -4.067  -5.347  0.357  0.000
H  -0.376  5.705  -1.526  0.000
H  4.547  2.112  -5.098  0.000
H  4.222  3.057  -0.194  0.000
H  8.230  3.591  -2.622  0.000
H  4.184  -2.679  -2.916  0.000
H  -2.127  -3.515  1.795  0.000
H  1.184  0.388  2.119  -0.002
H  3.469  -1.798  -0.735  0.000
H  -1.808  6.341  0.422  0.000
H  -5.861  2.174  3.091  0.000
H  -2.700  4.546  1.874  0.000
H  7.453  5.174  -2.959  0.000
H  -7.168  0.344  4.137  0.000
H  -6.118  -1.865  4.506  0.000
H  -5.341  -3.532  -0.693  0.000
H  -3.784  2.926  2.245  0.000
H  -3.780  -2.255  3.771  0.000
H  -3.246  -4.349  -1.897  0.000
H  -3.316  -2.579  -2.129  0.000
H  2.563  -2.857  -4.778  0.000
H  1.984  -0.438  4.284  0.000
H  1.934  -3.470  0.381  0.000
H  -0.486  -1.222  -2.254  0.004
H  2.561  1.343  -3.760  0.000
H  -4.432  -4.233  1.670  0.000
H  2.793  -4.265  2.536  0.000
H  0.224  -2.111  -4.444  0.000
H  -1.817  -5.064  0.993  0.000
H  -4.348  -2.314  0.119  0.000
H  2.821  -2.761  4.501  0.000
H  0.084  3.299  -1.927  0.000

Summary:
HOMO level (spin up / spin down) in eV: -9.574 / -9.837
<S²>: 0.9469
Energy above the lowest of the compared OMol25 structures with the same formula, charge and spin in kcal/mol: 59.1
Net charge: +1
E_LUMO (spin up / spin down) in eV: -4.4 / -4.2
Frontier orbital gap (spin up / spin down) in eV: 5.14 / 5.62
Multiplicity: 2

---

[2]
Formula: C6H10O
Source: OMol25
Level of theory: ωB97M-V/def2-TZVPD

Each line ends with the Mulliken charge.
Geometry (Å):
O  0.354  -2.421  0.783  -0.463
C  1.313  1.571  -0.064  -1.310
C  -2.144  -0.221  0.415  -1.162
C  0.573  -0.735  -0.915  -0.921
C  -0.952  0.689  0.463  -0.352
C  0.222  0.531  -0.153  0.833
C  1.082  -1.724  0.118  0.141
H  -3.050  0.365  0.219  0.399
H  -2.060  -0.990  -0.357  0.260
H  1.170  2.228  0.799  0.374
H  -0.298  -1.174  -1.409  0.352
H  2.181  -1.738  0.280  0.319
H  1.346  -0.540  -1.667  0.341
H  1.324  2.197  -0.965  0.263
H  -2.290  -0.740  1.369  0.259
H  2.306  1.114  0.017  0.348
H  -1.077  1.588  1.068  0.319

Summary:
HOMO level in eV: -8.976
SMILES: C/C=C(/C)CC=O
Energy above the lowest of the compared OMol25 structures with the same formula, charge and spin in kcal/mol: 11.1
E_LUMO in eV: 1.0
Frontier orbital gap in eV: 9.95

---

[3]
Formula: C2H34CdF6NO21S2
Source: OMol25
Level of theory: ωB97M-V/def2-TZVPD

Each line ends with the Mulliken charge.
Geometry (Å):
Cd  -4.369  -18.791  -17.094  1.511
S  -2.808  -15.529  -14.407  0.733
S  -4.628  -16.815  -13.073  0.851
F  -2.655  -13.079  -15.138  -0.175
F  -2.847  -17.591  -11.105  -0.174
F  -3.868  -14.367  -16.406  -0.225
F  -4.317  -19.113  -11.734  -0.177
F  -4.646  -13.779  -14.477  -0.195
F  -2.615  -18.630  -13.038  -0.218
O  -1.602  -15.898  -15.195  -0.606
O  -4.123  -16.781  -19.378  -0.576
O  -2.402  -15.212  -13.066  -0.476
O  -10.491  -17.191  -14.568  -0.646
O  -5.620  -9.127  -16.514  -0.615
O  -2.926  -21.296  -6.784  -0.639
O  -1.361  -19.579  -17.323  -0.570
O  -5.893  -17.513  -13.202  -0.647
O  -4.627  -21.352  -15.130  -0.563
O  -9.211  -18.345  -9.511  -0.624
O  -1.813  -13.348  -8.863  -0.632
O  -7.603  -18.353  -17.427  -0.586
O  -10.443  -20.196  -12.518  -0.634
O  -2.441  -7.657  -14.335  -0.638
O  -4.815  -15.640  -12.270  -0.482
O  -0.052  -20.994  -9.520  -0.595
O  1.695  -15.324  -10.931  -0.632
O  -0.250  -14.849  -20.031  -0.606
O  -3.378  -10.714  -11.433  -0.618
O  -7.380  -22.648  -12.494  -0.592
O  1.253  -20.575  -14.878  -0.610
N  -3.824  -16.739  -14.675  -0.302
C  -3.488  -18.154  -12.129  0.680
C  -3.581  -14.042  -15.177  0.695
H  -3.675  -20.803  -7.120  0.310
H  -9.647  -19.023  -10.028  0.327
H  -4.171  -22.194  -15.105  0.294
H  -10.147  -16.524  -13.974  0.315
H  2.112  -14.472  -10.799  0.314
H  2.151  -20.776  -15.140  0.313
H  -2.209  -21.080  -7.379  0.320
H  -8.182  -18.568  -18.159  0.306
H  -9.630  -20.601  -12.820  0.313
H  -5.315  -21.432  -14.470  0.308
H  1.075  -21.171  -14.150  0.313
H  -0.883  -19.969  -16.591  0.311
H  0.859  -20.920  -9.806  0.309
H  -11.102  -20.886  -12.606  0.313
H  -6.499  -22.982  -12.328  0.301
H  -4.214  -16.638  -20.320  0.300
H  -0.064  -15.160  -20.917  0.322
H  -2.076  -13.199  -9.771  0.323
H  -0.545  -15.628  -19.560  0.286
H  -6.012  -9.552  -17.276  0.304
H  -10.591  -17.970  -14.021  0.337
H  -6.295  -9.177  -15.837  0.320
H  0.831  -15.232  -10.529  0.320
H  -2.551  -13.816  -8.473  0.307
H  -7.952  -23.203  -11.964  0.304
H  -0.724  -19.547  -18.036  0.293
H  -3.520  -10.484  -12.351  0.304
H  -4.172  -15.905  -18.995  0.323
H  -8.585  -17.948  -10.116  0.300
H  -2.642  -6.721  -14.332  0.315
H  -3.058  -8.033  -14.963  0.318
H  -0.495  -21.441  -10.241  0.296
H  -8.148  -17.836  -16.834  0.323
H  -2.491  -10.408  -11.243  0.319

Summary:
HOMO level in eV: -12.394
Energy above the lowest of the compared OMol25 structures with the same formula, charge and spin in kcal/mol: 191.6
Net charge: +1
E_LUMO in eV: -8.9
Frontier orbital gap in eV: 3.54